A structure of composition C21H42AsN5O4PdSi3, computed with ωB97M-V/def2-TZVPD.

Computed properties:
⟨S²⟩: 6.01
F_max: 2.07 eV Å⁻¹
lowest unoccupied orbital energy (spin up / spin down): -11.07 / -14.13 eV
total charge: +4
multiplicity: 5
gap between HOMO and LUMO (spin up / spin down): 8.77 / 6.12 eV
energy relative to the best compared isomer or geometry (same formula, charge and spin): 0.0000 eV

```
77
C21H42AsN5O4PdSi3 ωB97M-V/def2-TZVPD
Pd -0.37453 -0.23485 1.23131
O 2.77334 -2.75976 3.05778
C 1.73435 -2.04953 2.73940
O 1.73261 -1.13192 1.92493
C 0.48577 -2.46072 3.45087
C 0.44974 -3.39800 4.47576
C -0.78495 -3.70905 5.02830
C -1.92501 -3.07707 4.54450
C -1.78136 -2.14019 3.52952
N -0.59841 -1.84149 3.00403
C -2.88421 -1.34368 2.89020
O -4.11597 -1.43974 3.29262
O -2.61825 -0.56921 1.97823
H 3.60129 -2.48950 2.62606
H 1.35921 -3.86871 4.82292
H -0.86178 -4.43941 5.82315
H -2.88964 -3.32861 4.96660
H -4.29236 -2.06388 4.01184
C 3.59563 -3.44562 -2.91723
C 2.45448 -4.45152 -2.82711
C 2.43238 -5.20216 -1.50091
C 1.09496 -3.82989 -3.16801
N 0.70862 -2.77271 -2.22331
C 0.05006 -2.87130 -1.06670
N -0.07899 -1.65460 -0.57438
N 0.52033 -0.82451 -1.45724
N 0.98571 -1.48950 -2.44323
H 4.54887 -3.97033 -2.87277
H 3.58422 -2.73569 -2.08342
H 3.56240 -2.88280 -3.85053
H 2.60637 -5.19175 -3.61840
H 2.38090 -4.51946 -0.64419
H 3.35100 -5.77600 -1.38758
H 1.59926 -5.90574 -1.44804
H 0.31638 -4.59101 -3.14548
H 1.12169 -3.36944 -4.15334
H -0.32701 -3.78144 -0.63107
C -1.80400 1.98814 -4.01852
Si -0.24916 2.84272 -3.50845
C -0.31188 4.64647 -3.12569
C 1.37479 1.98592 -3.69045
As -0.59918 1.60684 -0.28633
Si -3.25282 2.68248 0.65613
C -3.17548 4.36884 -0.11112
C -4.24457 1.37177 -0.19081
C -2.85351 2.66422 2.47223
Si 1.70496 2.63646 1.12793
C 1.09337 2.35259 2.87047
C 2.96101 1.49752 0.37880
C 1.66877 4.39380 0.53499
H -1.90196 2.06604 -5.10939
H -2.69152 2.45548 -3.58982
H -1.79344 0.92414 -3.77610
H -0.22523 5.19293 -4.07530
H 0.51462 4.97936 -2.49779
H -1.25801 4.94885 -2.67623
H 1.65572 1.99975 -4.75173
H 1.32846 0.94005 -3.38211
H 2.17026 2.49851 -3.14781
H -3.35810 4.35589 -1.18617
H -2.24041 4.89204 0.09393
H -3.97720 4.97027 0.33797
H -4.16437 1.43686 -1.27666
H -5.30063 1.52295 0.06732
H -3.96948 0.37012 0.13800
H -2.52411 3.64954 2.80457
H -2.10528 1.91896 2.73952
H -3.76337 2.41730 3.03039
H 0.57095 1.39921 3.00948
H 0.44413 3.16483 3.19878
H 1.95710 2.32984 3.54521
H 2.70821 0.44797 0.52445
H 3.92359 1.68320 0.87119
H 3.09500 1.68849 -0.68650
H 0.68477 4.85986 0.60069
H 2.04978 4.48782 -0.48240
H 2.34111 4.97278 1.18224
```

Just the natural (NBO) charges please, in e? Sure, here they are: 1.08, -0.60, 0.82, -0.68, 0.06, -0.13, -0.11, -0.16, 0.06, -0.46, 0.81, -0.59, -0.66, 0.54, 0.28, 0.28, 0.25, 0.53, -0.62, -0.23, -0.62, -0.22, -0.13, 0.21, -0.38, -0.13, 0.00, 0.25, 0.18, 0.23, 0.25, 0.17, 0.26, 0.22, 0.24, 0.25, 0.27, -1.22, 1.96, -1.22, -1.23, -0.07, 1.85, -1.21, -1.21, -1.20, 1.79, -1.18, -1.20, -1.20, 0.33, 0.28, 0.28, 0.33, 0.28, 0.28, 0.33, 0.29, 0.28, 0.27, 0.27, 0.32, 0.27, 0.32, 0.29, 0.28, 0.26, 0.31, 0.23, 0.28, 0.32, 0.28, 0.32, 0.28, 0.27, 0.27, 0.32


A structure of composition C21H42F8NO19S4V2, computed with ωB97M-V/def2-TZVPD.

Computed properties:
⟨S²⟩: 12.01
F_max: 8.28 eV Å⁻¹
lowest unoccupied orbital energy (spin up / spin down): 0.75 / 0.71 eV
total charge: -1
multiplicity: 7
gap between HOMO and LUMO (spin up / spin down): 6.77 / 7.46 eV

```
97
C21H42F8NO19S4V2 ωB97M-V/def2-TZVPD
V 0.59085 -3.70876 17.13313
V 2.22816 0.16938 18.15729
N 0.25298 -5.68048 17.50220
S -0.00443 -7.01168 16.80770
O -1.39331 -7.37292 16.67097
O 1.04596 -8.03054 16.87839
F 0.22857 -6.31545 15.40692
S 0.19147 -6.42121 19.08414
O 1.40983 -7.14552 19.59893
O -1.19849 -6.76985 19.44566
F 0.29306 -5.10293 19.97561
C -2.23986 -0.85154 19.70745
F -2.17755 0.24804 20.44470
F -3.14744 -1.63689 20.30084
F -2.56162 -0.50854 18.39349
S -0.39238 -1.55226 19.80330
O 0.54698 -0.50627 19.37477
O -0.18170 -2.01247 21.18489
O -0.30759 -2.63899 18.74990
C -0.87447 2.55529 15.66062
F 0.10101 3.47922 15.19481
F -1.11603 2.75620 16.96348
F -1.98030 2.60622 14.99355
S -0.10876 0.78961 15.55985
O -1.25110 -0.11759 15.56379
O 0.64181 0.82860 14.28357
O 0.78623 0.66639 16.72669
C 2.67317 -2.51490 18.23412
O 3.16375 -1.80563 19.09892
O 2.08800 -1.91929 17.32558
O 2.45769 -3.70068 18.27540
C -2.46628 -3.26404 26.30632
C -1.70211 -2.19220 26.01294
C -1.61389 -1.65157 24.72069
C -2.31680 -2.38742 23.73960
C -3.16770 -3.43863 24.07714
C -3.26291 -3.93439 25.30267
H -2.58745 -3.46048 27.36137
H -1.27636 -1.60059 26.80990
H -0.83881 -0.94070 24.47511
H -2.38604 -1.96059 22.74995
H -3.79417 -3.86303 23.30654
H -3.86188 -4.79443 25.56337
C -5.18557 -0.86608 15.37338
C -4.58092 0.24445 14.46874
O -4.73032 1.40947 15.27451
H -6.19375 -0.64813 15.72577
H -4.64151 -0.99605 16.30889
H -5.29853 -1.91523 15.10019
H -5.14153 0.48595 13.56569
H -3.58810 -0.08526 14.16264
H -3.89151 1.82017 15.05242
C -3.71476 3.37276 21.28339
C -3.27381 4.72664 20.72843
O -3.21922 4.62152 19.30400
H -4.80147 3.30328 21.23492
H -3.42129 3.30686 22.33107
H -3.22842 2.49595 20.85586
H -2.33045 5.08475 21.14065
H -3.93991 5.53476 21.03065
H -4.15260 4.54499 19.09292
C -5.92901 -0.68536 19.31770
C -5.61700 0.79087 19.01497
O -6.18463 1.26242 17.79037
H -5.46664 -1.25796 18.51369
H -6.96269 -1.03115 19.31167
H -5.47811 -1.03184 20.24761
H -4.55417 1.02220 19.08564
H -6.13028 1.18928 19.89014
H -5.74744 0.92254 17.00618
C 0.07076 1.25035 22.36681
C 1.43965 0.83926 22.99015
O 2.08497 -0.01744 22.10634
H -0.46237 1.92888 23.03275
H -0.62711 0.41380 22.33164
H 0.15329 1.79498 21.42624
H 1.30491 0.40172 23.97934
H 2.03676 1.74604 23.08667
H 1.32068 -0.34004 21.62322
C 3.71059 -4.35029 23.78341
C 3.22185 -2.96810 23.25541
O 2.81719 -3.08764 21.96745
H 4.67987 -4.19760 24.25806
H 3.83983 -5.19154 23.10247
H 3.02497 -4.62781 24.58405
H 4.09024 -2.31691 23.15561
H 2.51661 -2.47709 23.92595
H 1.89580 -2.81840 21.97983
C -2.96745 -3.94612 16.62722
C -2.20663 -3.29269 15.49903
O -1.00960 -2.82287 16.01148
H -3.01648 -3.30367 17.50640
H -2.51418 -4.91995 16.81243
H -3.97820 -4.26923 16.37803
H -2.79239 -2.40580 15.25735
H -1.96535 -3.90459 14.62985
H -1.06368 -1.92338 15.68043
```

Just the Löwdin charges please, in e? Sure, here they are: 1.02, 1.19, -0.37, 0.43, -0.27, -0.26, -0.20, 0.68, -0.27, -0.28, -0.19, -0.54, 0.11, 0.14, 0.10, 0.67, -0.37, -0.27, -0.38, -0.58, 0.07, 0.13, 0.17, 0.60, -0.30, -0.31, -0.41, -1.08, -0.01, -0.13, 0.00, -0.09, -0.13, -0.05, -0.06, -0.13, -0.08, 0.09, 0.10, 0.08, 0.07, 0.11, 0.10, -0.08, -0.26, -0.08, 0.07, 0.05, 0.07, 0.11, 0.10, 0.06, -0.08, -0.31, -0.08, 0.07, 0.07, 0.05, 0.10, 0.10, 0.08, -0.09, -0.30, -0.08, 0.05, 0.08, 0.06, 0.09, 0.10, 0.02, -0.08, -0.31, -0.06, 0.07, 0.04, 0.08, 0.10, 0.10, 0.02, -0.07, -0.36, -0.05, 0.05, 0.07, 0.05, 0.10, 0.11, 0.05, -0.04, -0.28, -0.16, 0.08, 0.06, 0.08, 0.10, 0.13, 0.05